Entry 1:
Formula: C9H8O3P
Source: the OMol25 dataset
Level of theory: ωB97M-V/def2-TZVPD

Each line ends with the Löwdin spin population.
CARTESIAN COORDINATES (ANGSTROEM)
C (1.17, -1.41, 2.60)  0.123
C (1.21, -2.04, 1.40)  0.048
C (0.75, -0.09, 2.64)  0.009
C (0.76, -1.43, 0.19)  0.072
C (0.15, 0.45, 1.48)  0.120
C (0.24, -0.13, 0.20)  0.119
C (-0.13, -0.12, -2.41)  0.044
C (-2.13, 1.00, -1.10)  0.307
C (-0.23, 0.50, -1.02)  0.309
O (0.57, 0.80, -3.14)  0.067
O (-0.68, -1.05, -2.91)  0.022
O (0.17, 3.15, -2.05)  0.268
P (0.90, 1.93, -1.77)  0.377
H (1.45, -1.80, 3.51)  0.012
H (1.81, -2.98, 1.23)  0.003
H (0.46, 0.47, 3.54)  -0.003
H (0.97, -1.99, -0.72)  0.003
H (-0.29, 1.40, 1.67)  0.015
H (-2.50, 0.45, -1.85)  0.032
H (-2.60, 0.86, -0.11)  0.029
H (-2.04, 2.03, -1.39)  0.024

2S+1: 3
Total charge: -1
HOMO level (alpha / beta) in eV: -0.2 / -5.1

Entry 2:
Formula: C4H8N2
Source: the OMol25 dataset
Level of theory: ωB97M-V/def2-TZVPD

Each line ends with the Löwdin charge.
CARTESIAN COORDINATES (ANGSTROEM)
C (1.59, 1.12, -0.37)  -0.049
C (0.38, 0.22, -0.24)  -0.505
N (-1.88, 0.26, -0.36)  0.013
C (0.39, -1.05, 0.63)  0.007
C (0.49, -1.24, -0.65)  0.035
N (-0.81, 0.93, -0.40)  -0.007
H (-2.67, 0.91, -0.43)  0.062
H (-2.28, -0.82, 1.13)  -0.001
H (0.62, -1.40, 1.61)  0.091
H (1.54, 1.94, 0.34)  0.071
H (2.51, 0.57, -0.22)  0.076
H (1.64, 1.57, -1.36)  0.073
H (0.68, -1.82, -1.52)  0.096
H (-2.22, -1.19, 1.85)  0.039

Energy above the lowest of the compared OMol25 structures with the same formula, charge and spin in kJ/mol: 495.6
Total charge: 0
HOMO level in eV: -9.0

Entry 3:
Formula: C22H55ClNO15P3
Source: the OMol25 dataset
Level of theory: ωB97M-V/def2-TZVPD

Each line ends with the Löwdin charge.
CARTESIAN COORDINATES (ANGSTROEM)
N (-0.05, 10.57, 3.56)  -0.056
C (-0.78, 9.37, 4.19)  -0.252
C (-0.82, 8.15, 3.10)  -0.581
Cl (0.08, 6.61, 3.73)  0.508
O (-2.16, 7.82, 2.57)  -0.211
C (-3.11, 7.47, 3.63)  -0.172
C (-4.31, 8.64, 3.57)  -0.095
O (-3.78, 9.80, 2.77)  -0.246
O (-4.48, 9.91, 1.66)  -0.079
H (-0.27, 11.41, 4.18)  0.081
H (-0.60, 10.73, 2.66)  0.077
H (-1.83, 9.78, 4.53)  0.116
H (-0.13, 9.04, 5.11)  0.113
H (-0.17, 8.50, 2.17)  0.141
H (-2.64, 7.36, 4.70)  0.126
H (-3.66, 6.43, 3.41)  0.142
H (-5.25, 8.22, 3.00)  0.139
H (-4.51, 8.99, 4.67)  0.130
H (-4.82, 10.88, 1.62)  0.150
C (2.19, 2.10, 5.61)  -0.084
C (2.98, 0.87, 5.22)  -0.306
O (2.73, 0.51, 3.88)  -0.228
P (3.58, 1.24, 2.66)  0.733
O (4.97, 0.77, 3.16)  -0.243
O (3.40, 0.03, 1.53)  -0.229
C (4.53, -0.55, 0.91)  -0.309
C (4.91, -1.84, 1.60)  -0.074
O (2.04, 1.77, 2.09)  -0.197
C (1.67, 3.12, 2.28)  -0.316
C (2.83, 4.09, 2.13)  -0.095
H (2.57, 2.98, 5.10)  0.062
H (2.26, 2.28, 6.69)  0.078
H (1.13, 1.98, 5.34)  0.082
H (4.05, 1.03, 5.40)  0.104
H (2.67, 0.02, 5.84)  0.119
H (5.37, 0.15, 0.88)  0.102
H (4.26, -0.76, -0.13)  0.115
H (5.07, -1.70, 2.68)  0.070
H (5.82, -2.27, 1.17)  0.076
H (4.10, -2.58, 1.51)  0.075
H (1.19, 3.23, 3.25)  0.092
H (0.92, 3.36, 1.52)  0.124
H (3.57, 3.95, 2.92)  0.066
H (2.47, 5.13, 2.19)  0.064
H (3.34, 3.95, 1.17)  0.087
C (2.32, -8.59, -1.68)  -0.084
C (2.07, -7.11, -1.86)  -0.305
O (0.86, -6.73, -1.22)  -0.228
P (0.86, -6.35, 0.39)  0.733
O (1.88, -5.20, 0.27)  -0.242
O (-0.50, -5.38, 0.37)  -0.227
C (-0.44, -4.06, 0.88)  -0.307
C (-0.25, -3.08, -0.26)  -0.071
O (-0.29, -7.65, 0.53)  -0.198
C (0.15, -8.87, 1.09)  -0.314
C (1.16, -8.71, 2.22)  -0.095
H (2.56, -8.82, -0.64)  0.061
H (3.16, -8.92, -2.30)  0.078
H (1.43, -9.17, -1.95)  0.082
H (2.92, -6.53, -1.48)  0.104
H (1.96, -6.88, -2.92)  0.117
H (0.34, -3.96, 1.64)  0.103
H (-1.40, -3.86, 1.37)  0.114
H (0.63, -3.31, -0.86)  0.071
H (-0.15, -2.06, 0.12)  0.077
H (-1.11, -3.11, -0.94)  0.074
H (0.55, -9.51, 0.30)  0.097
H (-0.74, -9.38, 1.48)  0.122
H (2.10, -8.29, 1.85)  0.064
H (1.38, -9.68, 2.67)  0.086
H (0.77, -8.04, 2.99)  0.087
C (-4.76, 0.32, -4.30)  -0.084
C (-4.21, -1.06, -4.01)  -0.304
O (-3.60, -1.61, -5.16)  -0.227
P (-2.02, -1.25, -5.51)  0.733
O (-1.46, -1.82, -4.19)  -0.240
O (-1.71, -2.60, -6.42)  -0.228
C (-0.61, -3.45, -6.11)  -0.309
C (-1.10, -4.64, -5.29)  -0.073
O (-2.65, -0.61, -6.99)  -0.198
C (-2.72, 0.80, -7.14)  -0.314
C (-1.57, 1.54, -6.50)  -0.095
H (-3.94, 1.03, -4.45)  0.061
H (-5.37, 0.68, -3.46)  0.079
H (-5.37, 0.32, -5.20)  0.082
H (-3.52, -1.03, -3.16)  0.104
H (-5.04, -1.72, -3.73)  0.120
H (0.18, -2.90, -5.59)  0.103
H (-0.19, -3.80, -7.05)  0.114
H (-1.64, -4.33, -4.40)  0.072
H (-0.25, -5.27, -4.99)  0.072
H (-1.79, -5.25, -5.88)  0.078
H (-3.68, 1.15, -6.75)  0.097
H (-2.73, 1.00, -8.22)  0.122
H (-1.58, 1.43, -5.41)  0.064
H (-1.63, 2.61, -6.74)  0.086
H (-0.61, 1.15, -6.86)  0.087

SMILES string: NC[C@@H](Cl)OCCOO.CCOP(=O)(OCC)OCC.CCOP(=O)(OCC)OCC.CCOP(=O)(OCC)OCC
Total charge: 0
HOMO level in eV: -9.5

Entry 4:
Formula: C8H12O2
Source: the OMol25 dataset
Level of theory: ωB97M-V/def2-TZVPD

Each line ends with the Löwdin charge.
CARTESIAN COORDINATES (ANGSTROEM)
C (1.35, 1.96, -1.04)  -0.050
C (0.44, 0.76, -1.05)  -0.288
C (-0.84, 0.79, -1.56)  -0.042
C (-1.62, -0.37, -1.62)  -0.012
C (-1.13, -1.54, -1.08)  -0.322
O (-1.91, -2.69, -1.22)  0.014
C (0.11, -1.59, -0.46)  -0.015
C (0.89, -0.44, -0.47)  -0.061
H (1.97, 2.00, -0.15)  0.060
H (0.77, 2.89, -1.05)  0.081
H (1.94, 1.93, -1.94)  0.076
H (-1.27, 1.67, -2.04)  0.113
H (-2.60, -0.38, -2.07)  0.115
H (-2.09, -3.10, -0.37)  0.106
H (0.51, -2.49, -0.01)  0.115
H (1.88, -0.43, -0.04)  0.108
C (1.58, 1.04, 3.03)  -0.137
O (0.45, 1.30, 3.89)  -0.133
H (1.30, 0.18, 2.43)  0.064
H (2.42, 0.79, 3.69)  0.073
H (1.89, 1.92, 2.47)  0.072
H (0.09, 2.17, 3.69)  0.065

SMILES string: Cc1ccc(O)cc1.CO
Energy above the lowest of the compared OMol25 structures with the same formula, charge and spin in kJ/mol: 53.7
Total charge: 0
HOMO level in eV: -8.7

Entry 5:
Formula: C19H19ClN2O2S2
Source: the OMol25 dataset
Level of theory: ωB97M-V/def2-TZVPD

Each line ends with the Löwdin charge.
CARTESIAN COORDINATES (ANGSTROEM)
C (1.65, -6.06, -1.09)  -0.073
C (0.35, -5.61, -1.69)  -0.258
O (-0.04, -4.40, -1.03)  -0.015
C (-1.23, -3.86, -1.48)  -0.381
O (-2.04, -4.41, -2.24)  0.086
C (-1.60, -2.52, -0.95)  -0.119
C (-0.73, -1.79, -0.09)  -0.006
C (-1.03, -0.55, 0.39)  -0.010
C (-2.24, 0.07, 0.07)  -0.295
N (-2.63, 1.29, 0.52)  0.009
C (-1.78, 2.33, 0.75)  -0.792
S (-2.32, 3.24, 2.03)  0.670
N (-0.69, 2.69, 0.00)  -0.107
C (-0.68, 2.44, -1.46)  -0.194
C (-0.09, 3.69, -2.13)  -0.435
S (1.10, 4.36, -0.95)  0.942
C (0.25, 3.70, 0.50)  -0.536
C (1.30, 3.02, 1.42)  -0.222
C (2.25, 2.11, 0.90)  -0.070
C (3.19, 1.57, 1.71)  -0.146
C (3.21, 1.84, 3.06)  -0.634
Cl (4.53, 1.10, 3.98)  0.627
C (2.29, 2.73, 3.62)  -0.074
C (1.35, 3.33, 2.79)  -0.032
C (-3.09, -0.61, -0.78)  -0.005
C (-2.81, -1.91, -1.30)  0.011
H (2.42, -5.42, -1.55)  0.085
H (1.92, -7.09, -1.28)  0.078
H (1.57, -5.94, 0.00)  0.088
H (0.39, -5.48, -2.78)  0.133
H (-0.40, -6.37, -1.50)  0.120
H (0.25, -2.14, 0.22)  0.116
H (-0.31, -0.02, 1.02)  0.122
H (-3.41, 1.27, 1.19)  0.124
H (-1.73, 2.23, -1.82)  0.145
H (-0.07, 1.57, -1.67)  0.109
H (0.38, 3.39, -3.09)  0.093
H (-0.89, 4.42, -2.27)  0.075
H (-0.27, 4.55, 1.00)  0.082
H (2.32, 1.85, -0.15)  0.106
H (3.97, 0.91, 1.24)  0.125
H (2.34, 2.98, 4.66)  0.103
H (0.64, 4.01, 3.22)  0.103
H (-4.04, -0.14, -1.05)  0.119
H (-3.55, -2.38, -1.97)  0.132

SMILES string: CCOC(=O)c1ccc(NC(=S)N2CCS[C@@H]2c2ccc(Cl)cc2)cc1
Energy above the lowest of the compared OMol25 structures with the same formula, charge and spin in kJ/mol: 9.6
Total charge: 0
HOMO level in eV: -8.2

Entry 6:
Formula: CH4INO2S2
Source: the OMol25 dataset
Level of theory: ωB97M-V/def2-TZVPD

Each line ends with the Löwdin charge.
CARTESIAN COORDINATES (ANGSTROEM)
C (-0.22, -1.19, 1.45)  -0.540
N (-1.31, 1.94, -0.47)  -0.630
O (0.86, -1.31, -1.53)  -0.474
O (1.54, 0.47, -3.06)  -0.455
S (0.77, 0.20, 1.92)  0.325
S (0.48, -0.19, -2.34)  0.736
I (0.55, 1.76, -0.02)  1.076
H (0.16, -1.98, 2.13)  0.040
H (0.05, -1.48, 0.38)  0.016
H (-1.24, -1.08, 1.65)  0.006
H (-1.64, 2.86, -0.11)  -0.100

Energy above the lowest of the compared OMol25 structures with the same formula, charge and spin in kJ/mol: 129.8
Total charge: 0
HOMO level (alpha / beta) in eV: -9.0 / -9.0